Computed, not measured: the ion C4H3N2O3S with charge +1 in a non-equilibrium geometry, with the ωB97M-V functional and the def2-TZVPD basis.

Element x y z (Å)
O -2.860 -0.021 -0.137
N -1.839 -0.362 0.446
C -0.506 -0.014 -0.087
C 0.643 -0.559 0.583
N 0.665 -1.175 1.690
C -0.493 -1.602 2.224
O -0.509 -2.911 2.608
O -0.561 -1.867 3.526
C -1.888 -1.046 1.650
S -3.337 -1.287 2.472
H -0.313 1.133 -0.142
H -0.709 -0.320 -1.053
H 1.616 -0.106 0.278

molecular weight	159.15	g mol⁻¹
LUMO (spin up / spin down)	-8.7773 / -8.9371	eV
SMILES string	O=[N+]1CC=NC2(OO2)C1=S
total charge	+1
energy above the lowest of the compared OMol25 structures with the same formula, charge and spin	535.5	kJ/mol
HOMO level (spin up / spin down)	-14.72 / -14.78	eV

Computed, not measured: a structure of composition C24H26As2N8PdS, with the ωB97M-V functional and the def2-TZVPD basis.

Element x y z (Å)
Pd -0.397 -0.033 -0.083
C -4.122 1.627 0.899
As -2.463 1.432 -0.157
C -3.248 1.826 -1.912
C -1.740 3.246 0.194
C -2.594 4.349 0.217
C -2.114 5.624 0.456
C -0.756 5.818 0.674
C 0.101 4.732 0.644
C -0.375 3.443 0.405
As 0.866 1.916 0.296
C 2.114 2.455 1.721
C 1.916 2.577 -1.227
H -4.757 2.436 0.540
H -3.860 1.811 1.941
H -4.678 0.691 0.836
H -3.844 2.738 -1.879
H -3.875 0.985 -2.208
H -2.442 1.929 -2.636
H -3.656 4.219 0.046
H -2.796 6.465 0.471
H -0.369 6.811 0.862
H 1.160 4.899 0.806
H 2.618 3.396 1.500
H 2.862 1.670 1.829
H 1.567 2.546 2.659
H 2.236 3.609 -1.077
H 1.295 2.511 -2.120
H 2.790 1.938 -1.359
S 3.093 -5.276 4.521
N 3.346 -4.899 2.970
C 2.339 -4.125 2.597
C 2.157 -3.556 1.274
C 3.060 -3.775 0.236
C 2.797 -3.206 -0.990
C 1.651 -2.427 -1.131
N 0.792 -2.191 -0.149
C 1.029 -2.758 1.040
C 0.055 -2.502 2.119
N -0.981 -1.721 1.824
C -1.873 -1.474 2.767
C -1.787 -1.983 4.062
C -0.713 -2.785 4.383
C 0.232 -3.056 3.396
C 1.400 -3.884 3.631
N 1.711 -4.478 4.773
H 3.940 -4.379 0.413
H 3.460 -3.344 -1.833
H 1.424 -1.948 -2.075
H -2.693 -0.825 2.475
H -2.548 -1.743 4.791
H -0.587 -3.203 5.373
N 1.705 -2.158 -6.173
C 0.957 -1.789 -5.102
N 0.079 -2.702 -4.629
N 1.151 -0.580 -4.610
C 0.292 -0.287 -3.626
N -0.459 -0.099 -2.764
H 1.875 -3.134 -6.339
H 2.442 -1.520 -6.422
H -0.213 -3.457 -5.223
H -0.571 -2.402 -3.914

molecular weight	714.86	g mol⁻¹
LUMO	-0.2850	eV
HOMO level	-5.37	eV

Computed, not measured: a cluster of 2 separate species, C4H12N2S in total in a non-equilibrium geometry, with the ωB97M-V functional and the def2-TZVPD basis.

Element x y z (Å)
C 1.696 -0.468 -0.506
C 0.827 -1.077 0.346
C -1.343 1.669 -0.318
C -2.044 0.616 0.441
N 3.029 0.127 -0.124
N -0.438 -1.471 -0.044
S -3.350 -0.235 -0.165
H 1.260 -0.462 -1.446
H 0.810 -0.954 1.372
H -1.631 1.796 -1.314
H -0.257 1.411 -0.342
H -1.500 2.671 0.383
H -1.860 0.491 1.565
H 3.803 -0.492 -0.395
H 2.962 0.057 0.959
H 3.236 1.065 -0.628
H -0.525 -1.599 -1.036
H -0.787 -2.276 0.429
H -3.887 -0.869 0.823

molecular weight	120.22	g mol⁻¹
LUMO	-8.9243	eV
total charge	+2
energy above the lowest of the compared OMol25 structures with the same formula, charge and spin	280.5	kJ/mol
HOMO level	-17.19	eV

Computed, not measured: the molecule C5H9NO, with the ωB97M-V functional and the def2-TZVPD basis.

Element x y z (Å)
C -1.449 -0.047 1.280
C -1.192 0.059 -0.208
N -0.879 1.396 -0.702
C 0.097 0.332 -0.944
C 1.433 0.304 -0.245
C 1.900 -1.115 -0.009
O 1.262 -2.107 -0.272
H -0.821 0.675 1.794
H -2.489 0.164 1.603
H -1.220 -1.058 1.608
H -1.889 -0.564 -0.765
H -1.503 1.479 -1.495
H 0.222 0.057 -1.999
H 1.377 0.805 0.727
H 2.232 0.806 -0.813
H 2.915 -1.187 0.440

molecular weight	99.13	g mol⁻¹
LUMO	1.0332	eV
SMILES string	C[C@H]1N[C@H]1CC=O
energy above the lowest of the compared OMol25 structures with the same formula, charge and spin	220.4	kJ/mol
HOMO level	-9.63	eV

Computed, not measured: a cluster of 2 separate species, C3H12N2O2 in total in a non-equilibrium geometry, with the ωB97M-V functional and the def2-TZVPD basis.

Element x y z (Å)
C -1.000 0.092 -1.138
N -1.298 0.266 0.236
C -1.389 1.649 0.646
O -0.113 -0.352 1.145
N -0.571 -1.393 1.945
H -1.925 -0.032 -1.700
H -0.300 -0.822 -1.230
H -0.369 0.869 -1.584
H -1.500 1.696 1.728
H -0.512 2.238 0.353
H -2.277 2.073 0.176
H -1.007 -2.099 1.353
H -1.270 -1.029 2.590
C 2.536 -0.380 -0.945
O 1.476 -1.284 -0.721
H 2.885 -0.515 -1.971
H 3.364 -0.562 -0.250
H 2.211 0.657 -0.814
H 1.057 -1.072 0.182

molecular weight	108.14	g mol⁻¹
LUMO	0.9948	eV
SMILES string	CN(C)ON.CO
energy above the lowest of the compared OMol25 structures with the same formula, charge and spin	487.7	kJ/mol
HOMO level	-9.48	eV

Computed, not measured: a structure of composition C39H36F5N2OPS3SeTi, with the ωB97M-V functional and the def2-TZVPD basis.

Element x y z (Å)
Ti -0.347 -0.496 0.205
C 2.763 -1.108 1.632
C 2.080 -0.556 2.874
S 0.260 -0.509 2.753
C -0.063 1.176 3.335
C 0.357 2.317 2.413
S -0.006 2.079 0.644
C 1.632 2.361 -0.092
C 2.731 1.414 0.358
S 2.278 -0.323 0.073
H 2.517 -2.161 1.477
H 3.847 -1.045 1.745
H 2.421 0.457 3.086
H 2.356 -1.170 3.732
H 0.413 1.292 4.311
H -1.141 1.208 3.477
H 1.423 2.527 2.507
H -0.188 3.210 2.719
H 1.937 3.394 0.082
H 1.445 2.252 -1.163
H 2.953 1.546 1.416
H 3.648 1.622 -0.194
C 4.499 -4.491 -1.210
C 3.589 -5.070 -0.342
C 2.286 -4.590 -0.270
C 1.877 -3.523 -1.064
C 2.803 -2.952 -1.944
C 4.099 -3.432 -2.016
P 0.210 -2.759 -0.949
C -0.829 -4.151 -0.388
C -0.790 -4.456 0.973
C -1.590 -5.457 1.502
C -2.465 -6.151 0.675
C -2.531 -5.836 -0.673
C -1.717 -4.843 -1.204
C -0.183 -2.436 -2.685
C -0.031 -3.395 -3.658
C -0.321 -3.095 -5.000
C -0.733 -1.833 -5.333
C -0.860 -0.817 -4.360
C -1.239 0.499 -4.731
C -1.314 1.466 -3.777
C -1.029 1.160 -2.421
C -0.673 -0.094 -1.961
C -0.586 -1.103 -2.993
H 5.512 -4.869 -1.270
H 3.884 -5.909 0.276
H 1.584 -5.071 0.399
H 2.500 -2.130 -2.581
H 4.800 -2.980 -2.706
H -0.147 -3.882 1.633
H -1.543 -5.684 2.559
H -3.099 -6.927 1.085
H -3.222 -6.363 -1.319
H -1.791 -4.597 -2.254
H 0.328 -4.384 -3.397
H -0.209 -3.857 -5.760
H -0.954 -1.586 -6.366
H -1.459 0.713 -5.770
H -1.602 2.476 -4.049
H -1.136 1.985 -1.721
F -3.781 4.613 -3.496
C -3.647 3.918 -2.362
C -4.104 2.616 -2.282
F -4.677 2.048 -3.346
C -3.934 1.903 -1.111
F -4.351 0.625 -1.123
C -3.337 2.437 0.026
Se -3.076 1.428 1.610
C -2.898 3.752 -0.094
F -2.299 4.363 0.936
C -3.037 4.485 -1.259
F -2.586 5.743 -1.326
N -2.108 -1.662 0.677
C -3.211 -1.933 0.894
N -4.457 -2.255 1.112
C -4.942 -2.446 2.485
C -5.915 -1.333 2.836
O -6.952 -1.271 1.873
C -6.423 -0.914 0.602
C -5.491 -2.002 0.098
H -4.088 -2.461 3.160
H -5.449 -3.414 2.532
H -5.385 -0.374 2.878
H -6.383 -1.534 3.800
H -5.879 0.032 0.676
H -7.267 -0.799 -0.076
H -5.008 -1.712 -0.832
H -6.046 -2.931 -0.053

molecular weight	897.72	g mol⁻¹
LUMO (spin up / spin down)	0.0318 / 0.0127	eV
multiplicity	3
energy above the lowest of the compared OMol25 structures with the same formula, charge and spin	4.8	kJ/mol
HOMO level (spin up / spin down)	-6.11 / -6.69	eV

Question: What is the formula in the third record?
Answer: C4H12N2S